Version i
A cluster of 2 separate species, C3H5BrF2 in total. Source: the OMol25 dataset; level of theory: ωB97M-V/def2-TZVPD.

Calculated values
HOMO (alpha / beta) ... -9.52 / -9.52 eV
Spin multiplicity ... 1
LUMO (alpha / beta) ... -2.174 / -2.173 eV

Geometry as XYZ:
```
11
Properties=species:S:1:pos:R:3:mulliken_charge:R:1
C -0.07 1.40 0.30 -1.077
C 0.53 -1.10 -0.23 -0.377
C -0.17 0.14 -0.44 0.602
F -1.75 -1.14 1.17 -0.715
F -0.99 0.12 -1.47 -0.136
Br 2.02 -1.26 -1.38 -0.080
H 0.58 1.44 1.16 0.335
H 0.06 2.20 -0.43 0.340
H -0.92 1.44 0.95 0.371
H 0.86 -1.18 0.76 0.370
H -0.14 -2.05 -0.40 0.367
```



Version ii
A cluster of 2 separate species, C3H5BrF2 in total. Source: the OMol25 dataset; level of theory: ωB97M-V/def2-TZVPD.

Calculated values
HOMO (alpha / beta) ... -10.50 / -10.51 eV
Spin multiplicity ... 1
LUMO (alpha / beta) ... -1.693 / -1.693 eV

Geometry as XYZ:
```
11
Properties=species:S:1:pos:R:3:mulliken_charge:R:1
C -0.65 0.43 1.16 -0.994
C 0.33 -0.04 -1.28 -0.685
C 0.04 -0.39 0.19 0.821
F 2.31 -0.63 0.73 -0.633
F -0.21 -1.68 0.32 -0.166
Br -1.19 0.82 -2.18 -0.107
H -1.77 0.16 1.11 0.343
H -0.29 0.07 2.11 0.358
H -0.53 1.54 0.93 0.307
H 1.15 0.68 -1.36 0.366
H 0.81 -0.96 -1.73 0.390
```



The structures above, arranged from the most stable to the least stable: version ii, version i.